(1)
{
  "formula": "C3H10O4",
  "method": "the ωB97M-V functional and the def2-TZVPD basis",
  "orbital_gap_ev": 11.63,
  "relative_energy_kcal_mol": 24.30,
  "e_tot_ev": -11462.696,
  "lumo_ha": 0.012,
  "smiles": "CCC(=O)O.O.O",
  "e_homo_ev": -11.301,
  "elements": ["H", "C", "H", "O", "H", "H", "H", "C", "H", "C", "O", "H", "H", "O", "H", "O", "H"],
  "coordinates": [[0.5518, -0.2439, 2.9036], [-0.5948, 0.1896, -1.4823], [-1.3980, 0.1979, -2.2041], [-0.2385, 1.6590, 1.8763], [0.6525, -0.0678, -3.2275], [-0.7834, 1.0745, 2.4018], [-1.3092, -1.2479, 1.2994], [0.7989, 0.3618, -2.2125], [1.5697, -0.3028, -1.8206], [-0.4033, -0.8889, -0.4580], [1.0381, -1.0783, 2.9411], [1.1306, 1.4081, -2.2258], [-0.4703, 1.5547, 0.9522], [-1.0810, -0.4732, 0.6577], [0.9808, -1.4961, 2.0869], [0.3502, -1.8150, -0.4567], [-0.7942, 1.1685, -1.0316]],
  "mulliken_charge": [0.335, -0.331, 0.399, -0.646, 0.290, 0.299, 0.357, -1.017, 0.339, 0.550, -0.623, 0.297, 0.322, -0.508, 0.314, -0.538, 0.164]
}

(2)
{
  "formula": "C9H18Cl12O3",
  "method": "the ωB97M-V functional and the def2-TZVPD basis",
  "orbital_gap_ev": [1.74, 9.87],
  "relative_energy_kcal_mol": 5.29,
  "e_tot_ev": -166035.011,
  "lumo_ha": [0.082, 0.079],
  "charge": -1,
  "spin_multiplicity": 2,
  "e_homo_ev": [0.490, -7.718],
  "elements": ["O", "H", "Cl", "Cl", "H", "C", "Cl", "C", "O", "C", "H", "Cl", "H", "H", "C", "O", "H", "C", "C", "Cl", "Cl", "C", "H", "C", "H", "H", "H", "Cl", "H", "H", "H", "H", "Cl", "Cl", "C", "H", "H", "H", "Cl", "Cl", "Cl", "H"],
  "coordinates": [[-16.1481, 27.2598, 17.4352], [-19.6049, 31.1730, 11.2061], [-15.8367, 25.5075, 13.4144], [-12.3964, 27.4962, 14.7423], [-13.6719, 24.5489, 13.0074], [-15.6244, 28.3131, 16.9544], [-17.4804, 29.0910, 11.3537], [-18.7376, 29.4748, 17.6664], [-15.5805, 28.6230, 15.7308], [-14.2788, 30.0947, 17.7800], [-20.1912, 30.0414, 12.3726], [-20.1748, 30.4164, 17.5844], [-16.6701, 27.9187, 13.3475], [-22.2214, 26.3326, 10.8561], [-12.4955, 29.0135, 13.8495], [-15.0186, 28.9326, 17.9822], [-17.5377, 26.5122, 15.9072], [-21.2094, 25.9279, 10.8399], [-16.7091, 26.2840, 16.5776], [-18.6284, 28.3479, 18.9499], [-21.0504, 24.8805, 9.5026], [-20.3280, 31.0616, 12.0141], [-18.3285, 27.5302, 12.7578], [-17.6086, 28.3215, 12.9667], [-15.8839, 25.8805, 15.9908], [-14.0291, 25.1015, 14.6784], [-17.8726, 30.1346, 17.7342], [-21.9643, 31.2459, 11.3020], [-13.2992, 29.7937, 17.4087], [-14.0926, 30.5136, 18.7689], [-17.0878, 25.4845, 17.2143], [-20.8311, 25.3894, 11.7088], [-18.3424, 29.2952, 14.3044], [-20.0350, 32.2048, 13.3203], [-14.4222, 24.5951, 13.7968], [-11.6197, 29.2133, 13.2322], [-14.6988, 30.8812, 17.1530], [-18.6566, 28.9004, 16.7436], [-14.7740, 22.8900, 14.2699], [-20.1841, 27.3082, 10.4572], [-13.9387, 28.8929, 12.7972], [-12.5289, 29.8971, 14.4870]],
  "lowdin_spin": [0.004, 0.001, 0.139, 0.020, 0.003, 0.001, 0.099, 0.004, 0.004, 0.005, 0.002, 0.011, 0.008, 0.009, 0.004, 0.002, 0.025, 0.063, 0.027, 0.020, 0.040, 0.004, 0.038, 0.072, 0.001, 0.001, 0.001, 0.012, 0.002, 0.001, 0.010, 0.051, 0.112, 0.003, 0.030, 0.003, 0.002, 0.003, 0.063, 0.077, 0.025, 0.003]
}

(3)
{
  "formula": "C22H29N3O6",
  "method": "the ωB97M-V functional and the def2-TZVPD basis",
  "orbital_gap_ev": 7.90,
  "relative_energy_kcal_mol": 28.22,
  "e_tot_ev": -40041.461,
  "lumo_ha": 0.010,
  "smiles": "CCOC(=O)[C@@H]1CCCN(CCC(=O)Nc2c(C(=O)OC)[nH]c3cc(OC)ccc23)C1",
  "e_homo_ev": -7.623,
  "elements": ["C", "O", "H", "H", "C", "H", "O", "H", "C", "H", "C", "N", "H", "H", "C", "C", "C", "H", "C", "H", "C", "O", "H", "H", "H", "H", "H", "C", "H", "H", "C", "O", "C", "C", "H", "H", "C", "C", "H", "C", "H", "N", "C", "H", "N", "H", "C", "H", "C", "H", "H", "O", "H", "H", "C", "H", "O", "C", "C", "H"],
  "coordinates": [[-0.6468, -2.5413, -2.7009], [-0.1996, -3.9723, 0.6812], [-7.2076, 2.3376, -0.4613], [-6.2423, 2.7643, 0.9721], [-3.9768, -0.4517, 0.2001], [1.0773, -5.2230, 1.7242], [0.5023, 2.2940, 1.8768], [2.6302, 0.9010, 3.5384], [-2.2903, 1.5527, 1.2585], [0.3525, -2.5659, -3.1288], [-1.8233, 0.2399, 1.1572], [-2.0431, -1.9432, 0.6159], [-2.4015, -2.8236, 0.2897], [-5.6113, 3.0984, -0.6666], [-4.4125, 0.8607, 0.3084], [1.5478, 0.9423, -1.1417], [0.7489, -5.0268, 0.7016], [-1.1012, -0.6390, -3.6127], [1.1150, 1.2700, 2.0942], [2.9180, 2.2992, 2.4959], [2.9765, 2.9024, -0.5785], [1.3524, -2.6336, 1.6331], [-1.3142, -3.1190, -3.3344], [1.6203, -4.7661, 0.0969], [4.5125, 0.4924, 2.0824], [3.2939, -0.2169, -1.5891], [0.8623, 1.1366, -0.3184], [0.2254, -2.7922, 1.1867], [4.7481, 1.7856, -1.0538], [-2.1494, -1.0439, -2.2182], [-1.1359, -1.1017, -2.6208], [1.1616, 0.0594, -3.3526], [-6.1974, 2.4014, -0.0595], [-3.5635, 1.8499, 0.8376], [3.2305, -0.6720, 1.7579], [2.3465, 3.1318, 0.2818], [0.7951, 0.1982, -2.2135], [-0.7702, -1.7628, 1.1197], [2.3346, -0.8905, -0.2559], [2.7216, 0.0357, -0.6855], [0.2444, -5.8963, 0.2882], [3.6294, 0.6444, 0.2463], [3.5100, 0.3792, 1.6502], [4.7111, 2.3707, 0.6184], [0.5880, 0.0145, 2.0111], [-4.6358, -1.2016, -0.2070], [-2.6909, -0.7530, 0.6225], [-0.6172, -2.9891, -1.7107], [-0.6048, -0.4233, 1.4720], [-3.9093, 2.8678, 0.9172], [1.3044, 2.9303, -1.9485], [-0.3375, -0.3273, -1.7257], [1.2275, -0.7652, 2.1581], [2.7206, 2.0599, -2.5544], [2.5700, 1.2654, 2.5103], [-1.6471, 2.3238, 1.6491], [-5.6810, 1.0938, -0.1274], [2.1191, 2.2614, -1.6651], [4.1021, 1.9417, -0.1794], [3.4104, 3.8347, -0.9432]],
  "mulliken_charge": [-1.028, -0.384, 0.250, 0.352, -0.718, 0.328, -0.598, 0.496, -0.780, 0.355, 0.896, 0.094, 0.240, 0.344, 0.781, 2.569, -0.721, 0.482, 0.168, 0.315, -0.363, -0.719, 0.413, 0.307, 0.389, 0.329, -0.567, 0.806, 0.408, 0.306, -0.492, -0.643, -0.882, -0.504, 0.476, 0.194, -0.473, -0.553, 0.417, -1.390, 0.247, 0.323, -1.208, 0.428, 0.025, 0.487, -0.969, 0.087, 0.546, 0.449, 0.444, -0.096, 0.263, 0.373, -0.566, 0.636, -0.459, -1.310, -1.052, 0.449]
}

What is the formula in the first record?
C3H10O4